# C31H41N4SSiTl

A structure of composition C31H41N4SSiTl (ωB97M-V with the def2-TZVPD basis set, OMol25).

Results
- strongest force on any atom (eV/Å) = 0.55
- Kohn-Sham gap (hartree) = 0.1957
- charge = 0
- total energy (eV) = -62179.8360
- E_HOMO (eV) = -5.614
- relative energy (zero: lowest compared OMol25 entry of this formula, charge and spin) (kJ/mol) = 16.3

Element x y z (Å)
Tl: 0.182 0.948 -0.857
C: -1.743 3.701 -0.001
C: -2.614 2.937 0.968
C: -3.917 3.362 1.192
C: -4.761 2.682 2.056
C: -4.300 1.551 2.703
C: -2.996 1.100 2.526
C: -2.538 -0.118 3.293
C: -2.150 1.808 1.660
N: -0.808 1.362 1.464
C: 0.032 1.444 2.420
C: -0.241 2.168 3.714
C: 1.410 0.916 2.215
C: 2.398 1.054 3.346
N: 1.717 0.411 1.084
C: 3.084 0.145 0.781
C: 3.987 1.195 0.577
C: 3.575 2.650 0.598
C: 5.309 0.878 0.270
C: 5.724 -0.437 0.152
C: 4.802 -1.462 0.308
C: 3.477 -1.188 0.620
C: 2.467 -2.290 0.781
H: -2.139 4.706 -0.154
H: -1.705 3.214 -0.976
H: -0.713 3.786 0.349
H: -4.268 4.253 0.685
H: -5.771 3.035 2.224
H: -4.950 1.009 3.383
H: -3.305 -0.894 3.260
H: -2.374 0.128 4.348
H: -1.615 -0.534 2.899
H: -1.217 2.642 3.699
H: 0.516 2.940 3.875
H: -0.199 1.487 4.567
H: 1.930 0.792 4.296
H: 2.765 2.081 3.432
H: 3.253 0.405 3.185
H: 2.534 2.791 0.883
H: 3.695 3.082 -0.397
H: 4.203 3.223 1.285
H: 6.015 1.688 0.119
H: 6.759 -0.664 -0.074
H: 5.108 -2.494 0.180
H: 2.879 -3.245 0.457
H: 1.573 -2.077 0.198
H: 2.140 -2.397 1.820
S: 0.052 3.233 -3.638
C: -0.202 1.878 -4.563
N: 0.748 1.093 -5.123
C: 0.197 0.047 -5.981
C: -1.301 0.089 -5.623
N: -1.403 1.350 -4.896
H: 1.689 1.431 -5.202
H: 0.639 -0.921 -5.758
H: 0.367 0.269 -7.036
H: -1.587 -0.756 -4.996
H: -1.932 0.091 -6.509
H: -2.232 1.641 -4.411
C: 0.013 -2.285 -2.961
Si: -0.954 -1.614 -1.476
C: -2.771 -1.610 -2.020
C: -0.917 -2.999 -0.181
C: -1.659 -2.856 0.993
C: -1.632 -3.815 1.997
C: -0.849 -4.955 1.847
C: -0.119 -5.132 0.680
C: -0.154 -4.164 -0.320
H: -0.410 -3.229 -3.329
H: 1.068 -2.454 -2.719
H: -0.014 -1.559 -3.779
H: -3.052 -2.607 -2.381
H: -2.970 -0.887 -2.820
H: -3.429 -1.360 -1.181
H: -2.272 -1.970 1.119
H: -2.220 -3.677 2.899
H: -0.808 -5.697 2.635
H: 0.476 -6.029 0.545
H: 0.428 -4.318 -1.224

Taken from the Mulliken analysis, the atomic charges in e are: Tl 0.87; C -1.46; C 1.28; C -0.87; C -0.89; C -0.71; C 1.82; C -1.90; C -1.04; N 0.57; C 0.90; C -2.18; C 0.42; C -2.04; N 0.09; C -0.29; C 1.35; C -1.50; C -0.66; C -0.85; C -1.05; C 1.08; C -1.05; H 0.43; H 0.16; H 0.27; H 0.40; H 0.42; H 0.47; H 0.61; H 0.37; H 0.13; H 0.42; H 0.50; H 0.37; H 0.51; H 0.33; H 0.48; H 0.00; H 0.44; H 0.37; H 0.45; H 0.41; H 0.41; H 0.48; H -0.17; H 0.32; S -0.30; C -0.14; N -0.04; C -0.62; C -0.21; N -0.09; H 0.23; H 0.30; H 0.34; H 0.05; H 0.36; H 0.23; C -0.41; Si 0.03; C -1.34; C 0.30; C -0.54; C -0.58; C -0.52; C -0.59; C 0.07; H 0.38; H 0.39; H -0.56; H 0.36; H 0.31; H 0.37; H 0.31; H 0.39; H 0.38; H 0.40; H 0.32